[1]
{"formula": "CH2NO2", "method": "the ωB97M-V functional and the def2-TZVPD basis", "multiplicity": 1, "total_charge": -1, "smiles": "[H]/N=C(/[O-])O", "gap_ha": 0.2829, "elements": ["H", "N", "C", "O", "O", "H"], "coordinates": [[-1.4531, 0.1008, 0.2547], [-0.9252, -0.7282, -0.0117], [0.3200, -0.3912, -0.3116], [1.1824, -1.0353, -0.8961], [0.7651, 0.9043, 0.1497], [0.1108, 1.1496, 0.8149]], "forces_ev_per_angstrom": [[0.080, -0.052, 0.173], [0.071, 0.047, -0.316], [-0.476, -0.012, 0.356], [0.269, -0.126, -0.148], [-0.083, 0.081, 0.082], [0.138, 0.063, -0.147]]}

[2]
{"formula": "CH2NO2S", "method": "the ωB97M-V functional and the def2-TZVPD basis", "multiplicity": 1, "total_charge": -1, "gap_ha": 0.1973, "elements": ["C", "N", "O", "O", "S", "H", "H"], "coordinates": [[-1.9066, 1.0008, -0.4256], [1.3185, -0.5676, 0.6930], [-1.6178, 1.8950, -1.1054], [-2.1329, 0.2343, 0.4087], [1.1606, -0.5828, -1.1351], [0.8383, -1.4911, 0.9182], [2.3399, -0.4886, 0.6463]], "forces_ev_per_angstrom": [[1.360, 0.829, 0.665], [-1.028, -0.475, -0.978], [-0.551, -0.160, -0.590], [-0.659, -0.714, -0.089], [-0.535, 0.229, -0.305], [1.998, 1.432, 0.105], [-0.585, -1.143, 1.192]]}

[3]
{"formula": "CH2NO2S", "method": "the ωB97M-V functional and the def2-TZVPD basis", "multiplicity": 1, "total_charge": -1, "gap_ha": 0.2778, "elements": ["C", "N", "O", "O", "S", "H", "H"], "coordinates": [[0.7180, 0.4334, -1.0320], [0.3530, 0.8625, 0.0721], [-1.7469, 0.1389, 2.0041], [-0.0464, -1.4919, 1.2586], [-1.0592, -0.4760, 0.8467], [1.5059, 1.0313, -1.6593], [0.2755, -0.4981, -1.4902]], "forces_ev_per_angstrom": [[0.563, 0.322, -1.354], [-0.977, 0.051, 1.232], [0.620, 0.098, -0.818], [-0.937, 0.543, -0.233], [1.381, -0.381, 0.359], [-1.088, -1.134, 0.803], [0.437, 0.501, 0.010]]}

[4]
{"formula": "CH2NO2S", "method": "the ωB97M-V functional and the def2-TZVPD basis", "multiplicity": 1, "total_charge": -1, "gap_ha": [0.1581, 0.1581], "elements": ["C", "N", "O", "O", "S", "H", "H"], "coordinates": [[-3.0007, -0.2997, 0.0369], [0.5730, -0.4110, 0.3563], [-3.6149, -1.3041, 0.0313], [0.0356, -1.6302, -0.0618], [-2.2497, 1.0634, -0.0333], [0.5083, -0.1705, 1.5065], [0.0529, 0.2837, -0.1412]], "forces_ev_per_angstrom": [[-0.727, -2.092, -0.383], [1.391, -0.253, 2.387], [0.872, 1.795, 0.195], [-0.427, 0.224, 0.684], [-0.210, 0.156, 0.159], [-0.498, -0.788, -3.253], [-0.401, 0.959, 0.211]]}

[5]
{"formula": "CH2NO2S", "method": "the ωB97M-V functional and the def2-TZVPD basis", "multiplicity": 3, "total_charge": -1, "gap_ha": [0.2362, 0.2418], "elements": ["C", "N", "O", "O", "S", "H", "H"], "coordinates": [[-1.6171, -0.6591, -0.0260], [-0.4161, 0.8845, 1.3065], [-0.4867, -1.6664, -2.2498], [-1.2143, 0.0161, 0.9090], [-3.0802, -1.5517, 0.1636], [-0.9802, -2.3935, -2.5553], [-0.7729, -0.7629, -1.9196]], "forces_ev_per_angstrom": [[-2.600, -2.944, -5.637], [1.677, 1.432, 0.018], [3.254, 1.771, -0.259], [-0.527, 1.465, 5.710], [1.213, 0.684, 0.228], [-1.914, -0.140, -0.104], [-1.103, -2.268, 0.045]]}

[6]
{"formula": "CH2NO3S", "method": "the ωB97M-V functional and the def2-TZVPD basis", "multiplicity": 1, "total_charge": -1, "gap_ha": [0.2306, 0.2315], "elements": ["C", "N", "O", "O", "O", "S", "H", "H"], "coordinates": [[-0.8619, 0.0130, 0.0181], [0.3364, -0.4840, -0.0551], [0.3634, -2.0447, 0.2569], [1.5024, -0.0244, -0.0165], [-0.5309, 2.6531, 0.2320], [-2.4203, -0.1970, -0.1200], [0.3149, 2.3114, -0.2056], [1.2959, -2.2273, -0.1098]], "forces_ev_per_angstrom": [[1.245, -0.100, 0.010], [-0.411, -0.763, 0.961], [1.036, 1.173, -1.192], [-0.273, 0.359, -0.339], [1.649, -2.340, -1.077], [0.151, 0.010, -0.001], [-1.493, 0.947, 0.891], [-1.903, 0.714, 0.748]]}

[7]
{"formula": "CH2NO3S", "method": "the ωB97M-V functional and the def2-TZVPD basis", "multiplicity": 3, "total_charge": -1, "gap_ha": [0.1663, 0.2903], "elements": ["C", "N", "O", "O", "O", "S", "H", "H"], "coordinates": [[-1.2522, -0.0576, 0.0737], [-0.3114, -1.0663, 0.4108], [2.7103, -0.0240, 0.8522], [1.1162, 1.3109, -0.4951], [-0.9143, -1.0093, -0.8989], [1.7309, 0.0172, -0.2009], [-2.3737, -0.0976, 0.2914], [-0.7058, 0.9267, -0.0331]], "forces_ev_per_angstrom": [[-0.804, 1.520, -0.180], [-3.138, -1.661, -0.180], [2.581, 0.239, 2.962], [-0.851, 2.770, -0.324], [0.933, -0.286, 0.640], [0.943, -1.796, -3.280], [1.539, 0.022, 0.418], [-1.204, -0.808, -0.055]]}

[8]
{"formula": "CH2NOPS", "method": "the ωB97M-V functional and the def2-TZVPD basis", "multiplicity": 1, "total_charge": 0, "gap_ha": [0.2360, 0.2771], "elements": ["C", "N", "O", "P", "S", "H", "H"], "coordinates": [[-0.7422, 0.3173, 0.6914], [1.4224, -0.4993, 0.0549], [0.4403, 0.4846, 0.1043], [-1.3523, -0.8801, 1.8385], [1.9738, -0.9950, 1.5544], [-1.3159, 1.3448, 0.6248], [2.1769, -0.2776, -0.6741]], "forces_ev_per_angstrom": [[-1.944, -0.140, 2.760], [1.465, -0.860, 1.000], [0.515, 1.671, -1.825], [1.052, 1.602, -1.993], [-0.211, -0.033, -1.005], [1.091, -2.202, -0.231], [-1.968, -0.039, 1.294]]}

[9]
{"formula": "CH2O2", "method": "the ωB97M-V functional and the def2-TZVPD basis", "multiplicity": 1, "total_charge": 0, "smiles": "O=CO", "gap_ha": 0.4205, "elements": ["O", "C", "O", "H", "H"], "coordinates": [[0.9394, 0.5810, -0.4089], [0.0690, 0.1021, 0.3952], [-0.8704, -0.6547, 0.0253], [0.1815, 0.1923, 1.5554], [-1.1479, -0.2147, -0.8575]], "forces_ev_per_angstrom": [[-3.616, -1.141, 3.170], [7.204, 2.942, 0.212], [-3.950, 0.036, -2.674], [-0.170, -0.101, -1.976], [0.531, -1.736, 1.268]]}

[10]
{"formula": "CH2O2S", "method": "the ωB97M-V functional and the def2-TZVPD basis", "multiplicity": 1, "total_charge": 0, "smiles": "O=C=S.O", "gap_ha": 0.4027, "elements": ["O", "C", "S", "O", "H", "H"], "coordinates": [[-1.0873, -1.1316, 0.9652], [-0.0213, -0.9793, 1.3235], [1.4177, -0.6513, 1.8114], [0.0842, 0.6235, -1.2101], [0.3396, 1.6054, -1.3349], [-0.7329, 0.5332, -1.5550]], "forces_ev_per_angstrom": [[-1.782, -0.606, -0.548], [1.325, 0.744, 0.362], [0.462, -0.151, 0.209], [5.030, 2.950, 1.522], [-0.719, -2.545, 0.288], [-4.316, -0.391, -1.834]]}

[11]
{"formula": "CH2O2S", "method": "the ωB97M-V functional and the def2-TZVPD basis", "multiplicity": 3, "total_charge": 0, "gap_ha": [0.2532, 0.3239], "elements": ["C", "O", "O", "S", "H", "H"], "coordinates": [[-0.1254, 0.0014, -0.0223], [2.0205, 0.9337, -0.0379], [-1.0436, -0.9681, -0.0238], [1.4386, -0.3866, 0.1056], [-0.3141, 1.0047, -0.3276], [-1.9759, -0.5851, 0.3061]], "forces_ev_per_angstrom": [[-4.715, 1.604, -0.232], [1.543, 3.083, -0.240], [-3.487, 0.637, 1.273], [4.050, -4.644, 0.657], [-0.470, 0.570, -0.232], [3.079, -1.249, -1.225]]}

[12]
{"formula": "CH2O2S2", "method": "the ωB97M-V functional and the def2-TZVPD basis", "multiplicity": 1, "total_charge": 0, "gap_ha": [0.2706, 0.2705], "elements": ["C", "O", "O", "S", "S", "H", "H"], "coordinates": [[0.1269, 1.0279, 1.1701], [-1.4136, 0.7830, -0.8688], [1.0360, 0.9172, 1.8852], [0.0693, -1.8762, -1.6780], [-0.0033, 0.3450, -0.7824], [-0.7802, 1.5703, 1.3843], [0.9649, -2.7674, -1.1103]], "forces_ev_per_angstrom": [[0.773, -1.665, -0.764], [0.035, -0.469, -0.507], [0.802, -0.026, 0.392], [0.005, 0.203, 0.836], [-0.059, 0.576, 0.431], [-1.078, 0.350, -0.431], [-0.479, 1.031, 0.044]]}

[13]
{"formula": "CH2O2S3", "method": "the ωB97M-V functional and the def2-TZVPD basis", "multiplicity": 1, "total_charge": 0, "gap_ha": [0.3053, 0.2847], "elements": ["C", "O", "O", "S", "S", "S", "H", "H"], "coordinates": [[-0.8978, -0.1031, 0.1318], [-3.4364, -1.3205, 0.3410], [-3.0560, 0.5738, -1.3573], [-1.7204, 1.0000, 1.2199], [0.1054, -1.4458, 0.4672], [-2.6815, -0.1996, -0.2395], [0.1323, 1.1829, -1.0325], [0.9052, -0.8361, 1.4545]], "forces_ev_per_angstrom": [[0.197, 1.248, -2.381], [1.285, 1.807, -1.440], [-0.834, 0.091, -1.142], [-1.052, 0.090, 0.701], [1.110, -0.178, 1.227], [1.492, -0.960, 3.083], [-1.272, -1.583, 0.970], [-0.926, -0.514, -1.018]]}

[14]
{"formula": "CH2O3S", "method": "the ωB97M-V functional and the def2-TZVPD basis", "multiplicity": 1, "total_charge": 0, "gap_ha": 0.3012, "elements": ["C", "O", "O", "O", "S", "H", "H"], "coordinates": [[1.5146, -0.0935, 0.3952], [2.5272, 0.4172, -0.0111], [-2.1569, 0.6386, -0.3571], [0.5808, -0.3143, -0.5129], [-1.4280, -0.6125, 0.3665], [1.4785, -0.6148, 1.3635], [-2.5161, 0.5794, -1.2442]], "forces_ev_per_angstrom": [[1.386, -0.766, -1.249], [0.087, 0.384, 0.722], [0.585, 0.202, 1.612], [-3.986, -0.442, 1.595], [2.357, 1.123, -2.402], [-0.587, 0.443, 0.184], [0.158, -0.943, -0.462]]}

[15]
{"formula": "CH2O3S", "method": "the ωB97M-V functional and the def2-TZVPD basis", "multiplicity": 1, "total_charge": 0, "gap_ha": 0.3979, "elements": ["C", "O", "O", "O", "S", "H", "H"], "coordinates": [[-0.8943, 0.0684, -0.0205], [2.1408, 0.0607, -0.6755], [0.0266, 1.1068, 0.3398], [0.1804, -1.0763, 0.3230], [1.3530, 0.0358, 0.5239], [-1.8028, -0.0365, 0.6033], [-1.0037, -0.1587, -1.0941]], "forces_ev_per_angstrom": [[2.871, -2.251, 0.428], [0.085, 0.073, 0.141], [-0.641, -0.726, -0.368], [-1.822, 1.435, 0.026], [-0.836, 0.309, -0.353], [0.751, 0.252, -0.288], [-0.408, 0.908, 0.414]]}

[16]
{"formula": "CH2O3Sr", "method": "the ωB97M-V functional and the def2-TZVPD basis", "multiplicity": 2, "total_charge": 1, "gap_ha": [0.1632, 0.3816], "elements": ["H", "O", "C", "O", "O", "Sr", "H"], "coordinates": [[-1.2069, 1.6150, -0.2500], [-0.6279, -1.1343, -0.3433], [-1.1248, -0.0501, 0.2354], [-2.2007, 0.4782, -0.1068], [-0.2228, 0.9013, 0.1145], [2.1285, -0.0019, -0.0780], [-0.7603, -1.9277, 0.1953]], "forces_ev_per_angstrom": [[2.006, -1.944, 1.461], [0.611, -3.090, 1.785], [-1.625, 3.942, -5.563], [-1.635, -1.765, 1.854], [1.240, 3.198, 0.877], [-0.278, 0.103, -0.081], [-0.319, -0.443, -0.334]]}

[17]
{"formula": "CH2O4S2", "method": "the ωB97M-V functional and the def2-TZVPD basis", "multiplicity": 1, "total_charge": 0, "gap_ha": 0.3503, "elements": ["C", "O", "O", "O", "O", "S", "S", "H", "H"], "coordinates": [[0.0380, 0.1811, 0.3142], [-4.7347, 0.0908, -0.0369], [-2.4488, -0.2367, -1.0938], [-2.4423, -0.0441, 1.1451], [-1.7633, 2.0169, -0.1098], [-3.5755, -0.7225, 0.0232], [-1.5110, 0.6307, 0.0273], [0.7238, 0.7565, -0.2773], [0.1504, -0.8839, 0.2553]], "forces_ev_per_angstrom": [[-1.828, -0.021, -0.732], [-0.277, 0.454, -0.003], [-0.273, 0.244, 0.692], [-0.169, -0.179, -0.763], [-0.303, 0.300, -0.414], [0.218, -0.911, -0.025], [2.269, 0.152, 0.929], [0.225, 0.428, -0.006], [0.137, -0.466, 0.322]]}

[18]
{"formula": "CH2OS", "method": "the ωB97M-V functional and the def2-TZVPD basis", "multiplicity": 1, "total_charge": 0, "smiles": "OC=S", "gap_ha": 0.3451, "elements": ["O", "C", "S", "H", "H"], "coordinates": [[-0.4812, 0.5127, 0.7303], [0.3046, -0.1080, -0.2325], [1.8904, -0.0865, -0.1140], [-1.4730, 0.4024, 0.5990], [-0.2408, -0.7207, -0.9827]], "forces_ev_per_angstrom": [[-0.838, -0.622, -1.235], [-1.589, -0.134, 1.163], [0.393, 0.115, -0.201], [1.886, -0.032, -0.158], [0.147, 0.673, 0.433]]}

[19]
{"formula": "CH2OS", "method": "the ωB97M-V functional and the def2-TZVPD basis", "multiplicity": 1, "total_charge": 0, "smiles": "O=CS", "gap_ha": 0.3953, "elements": ["O", "C", "S", "H", "H"], "coordinates": [[1.4090, -0.4807, -0.1145], [0.5165, 0.3520, -0.0665], [-1.3045, -0.0791, -0.1159], [0.8769, 1.5198, 0.0684], [-1.4979, -1.3121, 0.2285]], "forces_ev_per_angstrom": [[-2.075, 1.723, 0.082], [2.367, -0.932, 0.543], [0.592, 3.149, -0.501], [-1.769, -2.445, -0.481], [0.884, -1.496, 0.357]]}

[20]
{"formula": "CH2P2S3", "method": "the ωB97M-V functional and the def2-TZVPD basis", "multiplicity": 1, "total_charge": 0, "smiles": "C=P#S#S#P=S", "gap_ha": 0.2749, "elements": ["C", "P", "S", "S", "P", "S", "H", "H"], "coordinates": [[-1.8025, -0.0851, -0.0191], [-1.2684, -1.3898, 0.8215], [0.7035, -1.9140, 0.0282], [1.5474, -0.2959, -0.8929], [2.1431, 0.6631, 0.8393], [2.8414, 2.3261, 0.0638], [-1.3516, 0.5153, -0.7755], [-2.8130, 0.1803, -0.0653]], "forces_ev_per_angstrom": [[0.795, -0.484, -0.520], [0.314, -0.099, -0.575], [-0.639, -0.304, 0.555], [-0.296, -0.054, -0.102], [0.698, 1.631, -0.803], [-0.343, -0.969, 0.838], [1.162, 0.075, -0.402], [-1.691, 0.205, 1.010]]}